Record 1
Computed, not measured: a gas-phase ion, C25H28FSi (charge +1) in a non-equilibrium geometry, with ωB97M-V with the def2-TZVPD basis set.

As for the total charge: +1. The value obtained for the total energy is -36968.0829 eV. As for the LUMO energy: -5.40 eV.

Atoms and positions in Å:
C1 1.295 -4.386 -0.310
Si1 0.069 -3.004 -0.580
C2 0.703 -1.831 -1.888
C3 -1.579 -3.743 -1.096
C4 -0.200 -2.079 1.070
C5 0.372 -0.696 1.103
C6 -0.686 0.352 1.036
C7 1.736 -0.479 1.470
C8 2.551 -1.613 1.760
C9 3.899 -1.508 2.054
C10 4.510 -0.253 2.100
C11 3.727 0.896 1.901
C12 2.364 0.798 1.623
H1 0.886 -5.134 0.383
H2 1.497 -4.876 -1.274
H3 2.244 -4.012 0.095
H4 0.094 -0.919 -1.954
H5 1.731 -1.518 -1.657
H6 0.700 -2.303 -2.882
H7 -2.399 -3.015 -1.017
H8 -1.531 -4.087 -2.139
H9 -1.830 -4.609 -0.466
H10 -1.300 -2.095 1.122
H11 0.143 -2.723 1.896
H12 -0.939 0.517 2.102
H13 -1.570 -0.145 0.599
H14 2.100 -2.604 1.774
H15 4.465 -2.417 2.256
H16 5.580 -0.173 2.305
H17 4.201 1.877 1.979
H18 1.770 1.707 1.542
F1 1.389 2.899 -4.754
C13 0.930 2.540 -3.512
C14 1.601 3.007 -2.392
C15 1.095 2.668 -1.140
C16 -0.045 1.874 -0.993
C17 -0.618 1.721 0.418
C18 -2.081 2.229 0.569
C19 -2.438 2.642 1.863
C20 -3.777 2.658 2.253
C21 -4.767 2.267 1.343
C22 -4.427 1.976 0.020
C23 -3.083 2.018 -0.385
C24 -0.627 1.338 -2.148
C25 -0.173 1.700 -3.424
H19 2.479 3.640 -2.484
H20 1.597 3.032 -0.241
H21 -0.020 2.351 1.085
H22 -1.640 2.882 2.573
H23 -4.025 2.942 3.277
H24 -5.800 2.177 1.675
H25 -5.191 1.695 -0.707
H26 -2.838 1.844 -1.434
H27 -1.455 0.625 -2.058
H28 -0.687 1.349 -4.315

Atomic partial charges in e from the Löwdin method, atoms 1 to 6: C -0.169; Si 0.520; C -0.151; C -0.168; C -0.162; C -0.067

***

Record 2
Computed, not measured: 10 unconnected molecules or ions with the total composition C16H22Cl12N6 in a non-equilibrium geometry, with ωB97M-V with the def2-TZVPD basis set.

The calculation puts the relative energy (zero: lowest compared OMol25 entry of this formula, charge and spin) at 69.9 kJ/mol. The value obtained for the total energy is -176156.2303 eV. Its SMILES is ClC(Cl)Cl.ClC(Cl)Cl.ClC(Cl)Cl.ClC(Cl)Cl.CC#N.CC#N.CC#N.CC#N.CC#N.CC#N. As for the LUMO energy: 0.26 eV.

Atoms and positions in Å:
Cl1 1.168 -0.796 -4.782
C1 -0.616 -0.622 -4.886
Cl2 -1.279 -1.625 -6.143
Cl3 -1.119 1.050 -5.061
H1 -1.010 -0.923 -3.915
Cl4 -1.567 4.885 4.856
C2 -0.390 3.521 4.388
Cl5 -1.381 2.210 3.690
Cl6 0.515 2.868 5.816
H2 0.279 3.922 3.628
Cl7 1.242 -3.495 -2.521
C3 2.275 -2.429 -1.624
Cl8 3.890 -2.403 -2.348
Cl9 2.366 -3.007 0.116
H3 1.877 -1.416 -1.680
Cl10 -4.654 -2.181 -0.876
C4 -3.442 -2.870 -1.968
Cl11 -4.111 -2.781 -3.611
Cl12 -2.943 -4.575 -1.622
H4 -2.547 -2.255 -2.062
C5 2.864 -0.838 5.060
C6 2.575 0.228 4.103
N1 2.342 1.043 3.297
H5 3.167 -1.715 4.488
H6 1.978 -1.098 5.638
H7 3.643 -0.563 5.772
C7 -3.397 1.894 -0.550
C8 -3.600 1.102 -1.771
N2 -3.791 0.485 -2.731
H8 -2.535 1.492 -0.018
H9 -4.279 1.919 0.090
H10 -3.278 2.953 -0.777
C9 0.842 2.927 -2.566
C10 1.657 2.113 -1.768
N3 2.413 1.500 -1.116
H11 -0.187 2.834 -2.219
H12 0.796 2.725 -3.636
H13 1.086 3.986 -2.494
C11 -0.240 -5.458 0.046
C12 -0.523 -4.364 1.013
N4 -0.713 -3.501 1.752
H14 0.803 -5.777 0.068
H15 -0.416 -4.992 -0.924
H16 -0.891 -6.322 0.178
C13 0.325 -0.235 1.072
C14 -0.276 -0.428 -0.210
N5 -0.739 -0.592 -1.286
H17 -0.332 0.450 1.610
H18 1.285 0.280 1.109
H19 0.312 -1.086 1.753
C15 2.248 3.713 0.935
C16 0.787 3.487 0.950
N6 -0.378 3.317 0.986
H20 2.774 3.914 0.002
H21 2.756 2.839 1.343
H22 2.369 4.688 1.408

Atomic partial charges in e from the Löwdin method, atoms 1 to 6: Cl 0.498; C -1.563; Cl 0.551; Cl 0.542; H -0.033; Cl 0.444

***

Record 3
Computed, not measured: 2 unconnected molecules or ions with the total composition C3H8N3O in a non-equilibrium geometry, with ωB97M-V with the def2-TZVPD basis set.

The calculation puts the relative energy (zero: lowest compared OMol25 entry of this formula, charge and spin) at 245.7 kJ/mol. As for the total charge: +1. The value obtained for the total energy is -9749.9176 eV. As for the LUMO energy: -5.50 eV.

Atoms and positions in Å:
C1 -0.248 0.015 -1.267
C2 -0.998 1.245 -0.741
C3 -0.297 -0.920 -0.086
N1 -1.565 0.759 0.508
N2 -1.244 -0.372 0.843
N3 0.279 -2.009 0.193
O1 1.394 0.515 1.434
H1 -0.767 -0.338 -2.241
H2 0.896 0.283 -1.342
H3 -0.339 2.054 -0.503
H4 -1.731 1.566 -1.480
H5 2.283 0.740 1.718
H6 1.052 -2.172 -0.429
H7 0.331 -2.260 1.190
H8 0.954 0.894 2.203

Atomic partial charges in e from the Löwdin method, atoms 1 to 6: C -0.074; C -0.153; C -0.292; N 0.087; N 0.101; N 0.292